A 2-piece molecular cluster, C3H6ClNO overall at a distorted geometry. Source: the OMol25 dataset; level of theory: wB97M-V/def2-TZVPD.

The geometry in XYZ format:
```
12
Properties=species:S:1:pos:R:3:forces:R:3
C -1.36023 -0.23069 -0.02314 0.7 -3.8 0.7
C 1.13382 -0.16145 -0.09529 -0.3 -0.3 -0.1
C -0.10983 0.21048 0.66283 -0.4 0.0 -1.0
N -0.14589 0.87596 1.69681 -1.4 0.9 1.0
O 0.14277 1.63814 2.58343 0.9 0.2 0.5
Cl 0.99399 -0.16609 -3.55042 0.0 0.0 0.1
H -2.31438 0.19946 0.17996 -0.2 1.0 -0.1
H -1.53375 -1.37073 0.21749 0.4 1.8 -0.3
H -0.95234 -0.26916 -1.01582 -1.2 0.2 -1.1
H 1.01665 -1.29872 -0.15478 0.8 1.6 -0.8
H 1.18543 0.47504 -1.06875 0.0 -1.5 1.3
H 1.94375 0.09776 0.56768 0.7 -0.1 -0.2
```
Forces are in eV/Å.

Its highest occupied orbital energy (spin up / spin down) is -8.2 / -9.2 eV. As for the max |F|: 0.076 hartree/bohr. The HOMO-LUMO gap (spin up / spin down) is 3.9 / 9.7 eV. Its total energy is -707.8949 hartree. Its net charge is 0.